one) 25
Properties=species:S:1:pos:R:3:mulliken_charge:R:1 method="wB97M-V/def2-TZVPD" homo_lumo_gap_ev=9.952 lumo_ev=0.7 smiles=CCN(C)CC.O.O homo_ev=-9.2
C 1.9513 -0.6796 0.7422 -1.07
C 1.4271 0.5144 -0.0586 -0.71
N -0.0008 0.3802 -0.3957 0.40
C -0.5035 1.6327 -0.9325 -1.26
C -0.2068 -0.6795 -1.3772 -0.61
C -1.6556 -0.9361 -1.7452 -1.24
H 2.9644 -0.4732 1.0961 0.34
H 1.3058 -0.8086 1.6060 0.14
H 1.8499 -1.5814 0.1517 0.38
H 1.4918 1.4271 0.5444 0.47
H 2.0316 0.6184 -0.9806 0.36
H -1.5458 1.7910 -0.6865 0.34
H -0.4377 1.7271 -2.0229 0.37
H 0.0234 2.4841 -0.5008 0.36
H 0.1831 -1.6159 -0.9893 0.18
H 0.3558 -0.4723 -2.2997 0.57
H -1.6815 -1.4578 -2.6996 0.38
H -2.2043 -1.5751 -1.0529 0.36
H -2.2967 -0.0651 -1.8942 0.30
O 0.6020 1.3152 3.3008 -0.65
H 0.4550 0.6225 2.6519 0.28
H -0.0102 2.0225 3.0838 0.32
O -1.5342 -1.7546 1.3979 -0.67
H -1.2238 -1.4271 2.2538 0.30
H -1.3401 -1.0087 0.8072 0.36

two) 25
Properties=species:S:1:pos:R:3:mulliken_charge:R:1 method="wB97M-V/def2-TZVPD" homo_lumo_gap_ev=9.565 lumo_ev=0.7 smiles=CCN(C)CC.O.O homo_ev=-8.8
C -1.2097 -0.9299 1.2099 -1.15
C -0.4256 -1.1566 -0.0544 -0.48
N -0.1410 0.1026 -0.7995 0.17
C -1.4922 0.4830 -1.3808 -1.19
C 0.8226 0.0699 -1.8699 -0.38
C 2.1387 -0.6488 -1.5267 -1.40
H -0.9188 0.0703 1.5974 0.05
H -2.2552 -0.6557 1.0665 0.30
H -1.0981 -1.5533 2.0949 0.51
H -1.0012 -1.7924 -0.7318 0.36
H 0.5516 -1.6282 0.0860 0.42
H -1.8980 1.3159 -0.8132 0.21
H -2.1048 -0.4170 -1.5159 0.40
H -1.3465 0.7852 -2.4084 0.44
H 1.2688 1.0620 -2.0903 0.30
H 0.4280 -0.1256 -2.8802 0.40
H 2.4307 -0.6983 -0.4836 0.33
H 2.8770 -0.2624 -2.2142 0.40
H 2.0485 -1.7179 -1.8047 0.34
O -0.1714 3.0688 1.8264 -0.64
H -1.1232 3.0795 1.9513 0.31
H 0.0095 2.8267 0.9145 0.31
O 1.1183 -0.4041 3.5417 -0.64
H 1.1297 -1.0444 2.8316 0.32
H 0.3620 0.1707 3.4534 0.32

Most stable pick: one). Distance to second place: 1.187 eV.

one) 17
Properties=species:S:1:pos:R:3:mulliken_charge:R:1 method="wB97M-V/def2-TZVPD" homo_lumo_gap_ev=9.584 lumo_ev=0.6 smiles=NCCS.O.O homo_ev=-8.9
N -0.1062 0.4203 1.2853 -0.63
C 0.1137 -0.5774 0.1248 -0.35
C -0.8709 -0.5474 -0.9893 -0.63
S 0.1617 -1.2536 -2.4618 -0.25
H -1.0772 0.4023 1.5536 0.18
H 0.5096 0.1528 2.0464 0.23
H 0.1670 -1.5556 0.5641 0.29
H 1.1575 -0.3673 -0.2387 0.30
H -1.4910 -1.4331 -1.0735 0.32
H -1.3230 0.4389 -1.1943 0.40
H -0.8952 -1.2059 -3.2874 0.13
O 4.9513 1.8476 0.6370 -0.64
H 4.5738 2.3007 -0.1273 0.32
H 5.7984 2.3068 0.7098 0.31
O -3.7832 -0.6042 0.5868 -0.61
H -4.5397 -0.5721 1.1810 0.30
H -3.3467 0.2472 0.6834 0.31

two) 17
Properties=species:S:1:pos:R:3:mulliken_charge:R:1 method="wB97M-V/def2-TZVPD" homo_lumo_gap_ev=9.994 lumo_ev=0.7 smiles=NCCS.O.O homo_ev=-9.3
N -2.0336 0.8604 -0.8488 -0.71
C -1.0027 -0.2042 -0.9324 -0.37
C 0.3608 0.3538 -1.2744 -0.55
S 1.6407 -0.9760 -1.4091 -0.32
H -1.8225 1.4384 -0.0414 0.27
H -2.9429 0.4042 -0.6427 0.24
H -1.2815 -0.9200 -1.7362 0.41
H -0.9931 -0.7738 0.0718 0.21
H 0.3140 0.8502 -2.2435 0.38
H 0.6646 1.0781 -0.4730 0.33
H 2.6765 -0.1430 -1.6894 0.15
O 1.2897 -1.3614 1.8965 -0.68
H 1.4833 -1.5559 0.8913 0.29
H 0.9242 -2.1834 2.1954 0.31
O 0.0149 1.1853 1.8028 -0.61
H 0.4273 0.3270 1.8301 0.35
H 0.2803 1.6203 2.6030 0.31

Most stable pick: two). Distance to second place: 1.082 eV.

one) 12
Properties=species:S:1:pos:R:3:mulliken_charge:R:1 method="wB97M-V/def2-TZVPD" homo_lumo_gap_ev="8.327 / 8.526" lumo_ev="-0.3 / 0.3" homo_ev="-8.7 / -8.2"
C 1.3817 0.2841 -3.0629 -0.80
C 0.2388 0.3100 -0.3166 -0.09
N -0.1996 -0.7394 0.0611 -0.16
O -0.8871 -1.1261 1.2003 -0.19
Si -1.1838 -0.3049 2.5799 0.40
H 1.7534 0.2352 -2.0386 0.26
H 1.0331 -0.7405 -3.2846 0.28
H 1.3339 1.1754 -3.7366 0.30
H 0.1730 1.4154 -0.2366 0.30
H 0.0921 0.5167 2.7898 -0.10
H -2.5221 0.3435 2.5402 -0.08
H -1.2133 -1.3695 3.5045 -0.12

two) 12
Properties=species:S:1:pos:R:3:mulliken_charge:R:1 method="wB97M-V/def2-TZVPD" homo_lumo_gap_ev="8.716 / 8.621" lumo_ev="-0.8 / -0.8" homo_ev="-9.5 / -9.4"
C -1.1045 -0.5806 0.2043 -0.63
C -1.0495 0.8052 -0.1381 -0.07
N 1.1461 -1.2728 -0.1597 -0.52
O 0.2161 1.3617 -0.1846 -0.29
Si 1.5405 0.3880 0.0414 0.41
H -0.7915 -0.6690 1.2768 0.35
H -1.7184 -1.3399 -0.2840 0.31
H -1.4952 1.0010 -1.1470 0.23
H -1.5147 1.4340 0.6228 0.23
H 1.0970 -1.9300 0.5967 0.26
H 2.0467 0.5738 1.3555 -0.12
H 2.0436 0.7512 -1.1988 -0.16

three) 12
Properties=species:S:1:pos:R:3:mulliken_charge:R:1 method="wB97M-V/def2-TZVPD" homo_lumo_gap_ev=10.242 lumo_ev=0.4 smiles="[H]/N=[SiH]/O.C=C" homo_ev=-9.8
H -1.1548 -0.7188 1.3953 0.23
N -2.0924 -0.2798 1.1910 -0.46
Si -2.4654 1.0448 0.4356 0.45
O -4.0647 1.1921 0.0148 -0.48
H -2.0398 2.4095 0.1369 -0.07
H -4.5786 0.6458 0.5662 0.34
C 3.3325 -1.0346 -0.7075 -0.47
C 2.0772 -0.4510 -0.6372 -0.37
H 3.9256 -0.8404 -1.5640 0.24
H 3.8175 -1.7534 0.0189 0.21
H 1.7255 0.4254 -1.1836 0.26
H 1.5175 -0.6397 0.3336 0.12

Most stable pick: three). Distance to second place: 1.531 eV.

one) 6
Properties=species:S:1:pos:R:3:mulliken_charge:R:1 method="wB97M-V/def2-TZVPD" homo_lumo_gap_ev=7.947 lumo_ev=-1.9 homo_ev=-9.9
C 2.2453 0.6665 -0.0030 -0.02
C -1.5313 -0.7108 0.0280 -0.70
N 2.9421 1.5810 -0.0244 -0.37
I 0.4674 -0.7424 0.0153 0.51
H -2.0257 -0.4893 -0.8446 0.29
H -2.0978 -0.3050 0.8287 0.29

two) 6
Properties=species:S:1:pos:R:3:mulliken_charge:R:1 method="wB97M-V/def2-TZVPD" homo_lumo_gap_ev=8.227 lumo_ev=0.2 homo_ev=-8.0
C 1.4474 -0.2788 -0.7423 -0.21
C -0.6975 0.4920 0.4923 -0.33
N 0.4769 0.0678 -0.0673 -0.11
I -2.3424 -0.5065 -0.1676 0.06
H 2.0771 -1.1894 -0.5051 0.22
H -0.9615 1.4148 0.9901 0.37

Most stable pick: two). Distance to second place: 1.308 eV.